Record 1
DFT (the ωB97M-V functional and the def2-TZVPD basis) results for a structure of composition C20H30FO15.

Its total energy is -54650.9406 eV. The calculation puts the energy above the lowest of the compared OMol25 structures with the same formula, charge and spin at 1004.29 kJ/mol. The LUMO energy comes out at 2.03 eV. The calculation puts the frontier orbital gap at 9.22 eV. For the largest force on an atom, the calculation gives 9.2 eV Å⁻¹. The HOMO energy is -0.26420 Ha. Its charge is -1.

XYZ file:
```
66
C20H30FO15, DFT the ωB97M-V functional and the def2-TZVPD basis
F -0.001 -0.119 0.035
C 3.585 -1.883 -1.890
C 2.966 -1.832 -0.597
C 1.986 -2.874 -0.287
O 2.580 -3.512 0.801
C 3.642 -2.905 1.181
O 4.301 -3.303 2.097
O 3.908 -1.852 0.412
H 4.077 -2.768 -2.049
H 4.201 -1.177 -2.113
H 3.025 -1.699 -2.732
H 2.376 -0.802 -0.435
H 1.802 -3.848 -1.238
H 1.014 -2.637 0.062
C -0.153 -0.706 -3.391
C -1.557 -1.280 -3.523
C -2.247 -1.396 -2.104
O -3.570 -0.740 -2.369
C -3.553 -0.320 -3.691
O -4.490 0.304 -4.107
O -2.492 -0.533 -4.223
H -0.073 0.322 -2.966
H 0.486 -0.651 -4.353
H 0.290 -1.255 -2.778
H -1.331 -2.375 -3.948
H -1.635 -0.692 -1.265
H -2.299 -2.517 -2.070
C 1.125 -0.780 2.971
C -0.236 -1.496 3.136
C -0.434 -2.681 2.360
O -1.325 -3.437 3.212
C -1.461 -2.742 4.422
O -2.210 -3.175 5.356
O -0.574 -1.849 4.434
H 1.394 -0.475 1.971
H 1.879 -1.481 3.404
H 1.090 0.123 3.665
H -0.770 -0.684 2.829
H 0.526 -3.463 2.368
H -0.904 -2.317 1.297
C 1.457 2.594 -1.333
C 1.717 2.649 0.130
C 3.025 2.484 0.657
O 3.028 3.402 1.764
C 1.994 4.148 1.718
O 1.863 4.979 2.470
O 1.167 3.846 0.715
H 1.928 3.465 -1.921
H 0.362 2.472 -1.483
H 1.735 1.567 -1.766
H 1.103 1.687 0.705
H 3.695 3.041 0.095
H 3.343 1.501 0.747
C -2.698 2.990 -1.297
C -3.279 2.043 -0.162
C -2.478 1.548 1.116
O -3.326 1.832 2.090
C -4.467 2.470 1.724
O -5.287 2.865 2.506
O -4.435 2.645 0.426
H -2.003 2.514 -1.804
H -2.414 3.833 -0.874
H -3.630 3.040 -1.961
H -3.576 1.186 -0.502
H -1.449 2.321 1.347
H -2.300 0.386 1.029
```

---

Record 2
DFT (the ωB97M-V functional and the def2-TZVPD basis) results for a structure of composition C20H30IN5O3SSn.

Its total energy is -59588.0478 eV. The calculation puts the energy above the lowest of the compared OMol25 structures with the same formula, charge and spin at 61.85 kJ/mol. The LUMO energy comes out at 0.11 eV. The calculation puts the frontier orbital gap at 7.23 eV. For the largest force on an atom, the calculation gives 0.8 eV Å⁻¹. The HOMO energy is -0.26197 Ha.

XYZ file:
```
61
C20H30IN5O3SSn, DFT the ωB97M-V functional and the def2-TZVPD basis
Sn 0.182 -0.098 -0.093
C 0.184 -2.042 4.135
C 0.253 -0.914 3.129
O -0.074 -1.191 1.933
C 0.647 0.344 3.565
C 0.914 1.472 2.757
C 1.394 2.707 3.475
N 0.823 1.482 1.439
N 1.246 2.689 0.851
C 1.539 2.536 -0.404
O 1.450 1.422 -1.064
C 2.014 3.746 -1.147
C 1.790 5.029 -0.654
C 2.216 6.138 -1.367
C 2.877 5.978 -2.579
C 3.112 4.702 -3.069
C 2.677 3.590 -2.359
H -0.136 -2.953 3.636
H -0.522 -1.801 4.932
H 1.159 -2.206 4.595
H 0.840 0.458 4.623
H 1.191 2.622 4.540
H 0.922 3.601 3.072
H 2.467 2.832 3.324
H 1.287 5.140 0.298
H 2.032 7.132 -0.978
H 3.206 6.845 -3.137
H 3.634 4.570 -4.009
H 2.848 2.589 -2.732
C -2.205 -1.722 -2.875
C -1.267 -0.716 -3.561
N 0.082 -0.729 -3.014
C 0.993 -1.755 -3.488
C 0.719 -3.178 -2.992
S 0.539 -3.391 -1.192
C -1.182 -3.959 -1.034
C -2.226 -2.893 -0.679
N -2.056 -1.672 -1.433
H -1.975 -2.730 -3.218
H -3.232 -1.515 -3.205
H -1.668 0.286 -3.395
H -1.278 -0.905 -4.646
H 0.519 0.175 -3.145
H 1.991 -1.466 -3.155
H 1.019 -1.808 -4.589
H 1.569 -3.793 -3.293
H -0.161 -3.608 -3.467
H -1.173 -4.713 -0.246
H -1.433 -4.477 -1.961
H -2.110 -2.634 0.376
H -3.218 -3.357 -0.799
H -2.595 -0.911 -1.040
N -1.971 3.247 0.755
C -2.662 2.362 0.029
O -2.125 1.361 -0.440
C -4.137 2.560 -0.234
I -5.033 4.380 0.403
H -0.982 3.072 0.904
H -2.400 4.069 1.142
H -4.678 1.758 0.259
H -4.297 2.487 -1.304
```

---

Record 3
DFT (the ωB97M-V functional and the def2-TZVPD basis) results for a structure of composition C20H30N2NiS3Si2.

Its total energy is -113515.0116 eV. The LUMO energy (spin up / spin down) comes out at 4.54 / 4.54 eV. The calculation puts the frontier orbital gap (spin up / spin down) at 5.78 / 5.78 eV. For the largest force on an atom, the calculation gives 0.6 eV Å⁻¹. The HOMO energy (spin up / spin down) is -0.04537 / -0.04547 Ha. Its charge is -2.

XYZ file:
```
58
C20H30N2NiS3Si2, DFT the ωB97M-V functional and the def2-TZVPD basis
Ni -0.154 -0.095 -0.142
C -2.318 -2.286 -0.028
N -1.426 -1.390 0.694
C -1.591 -1.338 1.978
C -0.860 -0.443 2.794
C -0.839 -0.272 4.195
C 0.078 0.749 4.425
C 0.566 1.123 3.149
N 0.001 0.419 2.176
C -1.832 -3.716 -0.104
C -0.504 -4.008 -0.403
C -0.079 -5.325 -0.494
C -0.970 -6.372 -0.291
C -2.295 -6.091 0.005
C -2.718 -4.771 0.099
H -2.441 -1.902 -1.041
H -3.316 -2.283 0.429
H -2.332 -1.994 2.446
H -1.411 -0.827 4.926
H 0.365 1.168 5.380
H 1.301 1.885 2.921
H 0.198 -3.197 -0.564
H 0.960 -5.529 -0.724
H -0.631 -7.399 -0.358
H -3.000 -6.897 0.172
H -3.753 -4.553 0.340
S 4.163 0.118 -1.197
C 2.557 0.001 -0.769
S 1.343 1.195 -1.074
S 1.788 -1.321 0.022
C -0.561 -1.383 -3.181
Si -1.495 0.239 -2.902
C -0.656 1.420 -4.122
C -3.226 -0.061 -3.670
C -1.707 0.748 -1.139
Si -2.028 2.497 -0.670
C -1.496 3.802 -1.943
C -1.289 3.119 0.945
C -3.910 2.744 -0.467
H -0.720 -1.734 -4.209
H -0.841 -2.191 -2.503
H 0.510 -1.210 -3.039
H -0.498 0.884 -5.064
H 0.317 1.734 -3.744
H -1.257 2.303 -4.337
H -3.161 -0.338 -4.727
H -3.842 0.840 -3.592
H -3.755 -0.864 -3.144
H -2.622 0.234 -0.808
H -0.433 3.702 -2.176
H -1.661 4.806 -1.537
H -2.058 3.720 -2.876
H -0.200 3.061 0.923
H -1.620 2.538 1.808
H -1.586 4.165 1.086
H -4.439 2.497 -1.393
H -4.167 3.770 -0.187
H -4.284 2.079 0.317
```

---

Record 4
DFT (the ωB97M-V functional and the def2-TZVPD basis) results for the molecule C20H30N2O3S.

Its total energy is -41183.8342 eV. The calculation puts the energy above the lowest of the compared OMol25 structures with the same formula, charge and spin at 230.83 kJ/mol. The LUMO energy comes out at 0.67 eV. Its SMILES is COc1ccc(C(=O)NC2CC2)cc1OC1CCN([C@@H](C)CSC)CC1. The calculation puts the frontier orbital gap at 8.91 eV. For the largest force on an atom, the calculation gives 0.6 eV Å⁻¹. The HOMO energy is -0.30263 Ha.

XYZ file:
```
56
C20H30N2O3S, DFT the ωB97M-V functional and the def2-TZVPD basis
C 0.105 -3.966 0.851
O 0.232 -2.599 0.547
C 1.483 -2.075 0.358
C 2.646 -2.834 0.424
C 3.890 -2.257 0.259
C 4.009 -0.892 0.040
C 5.376 -0.325 -0.129
O 6.311 -0.986 -0.543
N 5.502 0.978 0.226
C 6.735 1.684 0.131
C 7.107 2.682 1.185
C 6.728 3.147 -0.193
C 2.850 -0.132 -0.054
C 1.587 -0.695 0.091
O 0.558 0.193 0.006
C -0.723 -0.192 -0.483
C -1.191 0.890 -1.456
C -2.603 0.582 -1.947
N -3.516 0.514 -0.822
C -4.925 0.545 -1.204
C -5.577 -0.821 -1.438
C -5.752 1.379 -0.215
S -5.940 0.686 1.464
C -4.710 1.691 2.345
C -3.127 -0.570 0.065
C -1.745 -0.292 0.649
H -0.964 -4.136 0.978
H 0.476 -4.597 0.037
H 0.625 -4.223 1.779
H 2.587 -3.893 0.613
H 4.784 -2.858 0.305
H 4.716 1.466 0.624
H 7.501 1.049 -0.293
H 8.140 2.749 1.488
H 6.406 2.857 1.987
H 7.499 3.534 -0.840
H 5.772 3.634 -0.317
H 2.878 0.925 -0.275
H -0.655 -1.149 -1.011
H -0.507 0.952 -2.304
H -1.185 1.848 -0.936
H -2.928 1.381 -2.618
H -2.586 -0.364 -2.520
H -4.972 1.105 -2.148
H -6.554 -0.685 -1.894
H -5.709 -1.352 -0.499
H -4.967 -1.425 -2.107
H -5.311 2.366 -0.095
H -6.765 1.482 -0.605
H -4.599 1.261 3.335
H -5.070 2.713 2.423
H -3.769 1.651 1.806
H -3.857 -0.654 0.868
H -3.088 -1.536 -0.468
H -1.465 -1.089 1.336
H -1.745 0.654 1.193
```

---

Record 5
DFT (the ωB97M-V functional and the def2-TZVPD basis) results for the ion C20H30N3O with charge +1.

Its total energy is -27730.9677 eV. The calculation puts the energy above the lowest of the compared OMol25 structures with the same formula, charge and spin at 797.73 kJ/mol. The LUMO energy comes out at -2.80 eV. Its SMILES is [H]/N=C(\C)C[N@@+](C=C)(CCCC#C)CCCNCc1ccccc1O. The calculation puts the frontier orbital gap at 8.00 eV. For the largest force on an atom, the calculation gives 3.4 eV Å⁻¹. The HOMO energy is -0.39689 Ha. Its charge is +1.

XYZ file:
```
54
C20H30N3O, DFT the ωB97M-V functional and the def2-TZVPD basis
H -1.427 -1.834 -3.439
N -1.988 -1.342 -2.731
C -1.214 -0.693 -1.926
C 0.338 -0.747 -2.203
C -1.932 0.109 -0.783
N -1.943 -0.542 0.588
C -3.340 -1.115 0.754
C -3.824 -2.176 0.043
C -0.966 -1.654 0.782
C -0.992 -2.298 2.259
C -0.882 -3.880 2.122
C -2.199 -4.569 1.709
C -3.151 -5.176 1.279
C -1.852 0.575 1.605
C -0.403 0.966 2.070
C 0.598 1.408 0.932
N 0.299 2.735 0.325
C 1.524 3.595 0.253
C 2.682 2.973 -0.605
C 3.817 2.253 0.069
C 4.924 1.603 -0.647
C 4.966 1.645 -2.130
C 3.887 2.379 -2.821
C 2.759 3.037 -2.091
O 1.794 3.698 -2.849
H 0.524 -1.092 -3.264
H 0.876 -1.442 -1.500
H 0.726 0.319 -2.144
H -3.010 0.231 -1.110
H -1.509 1.157 -0.790
H -4.055 -0.614 1.470
H -4.567 -2.842 0.574
H -3.610 -2.419 -1.029
H -1.143 -2.539 0.095
H 0.109 -1.349 0.599
H -1.860 -1.949 2.878
H -0.048 -1.979 2.804
H -0.072 -4.106 1.357
H -0.466 -4.280 3.099
H -3.955 -5.880 0.972
H -2.439 0.322 2.542
H -2.372 1.493 1.187
H -0.516 1.861 2.761
H 0.124 0.183 2.692
H 1.618 1.508 1.425
H 0.732 0.650 0.111
H 0.065 2.575 -0.666
H 1.265 4.590 -0.235
H 1.862 3.864 1.298
H 3.780 2.205 1.196
H 5.693 1.074 -0.017
H 5.817 1.125 -2.636
H 3.926 2.447 -3.939
H 1.030 3.939 -2.293
```

---

Record 6
DFT (the ωB97M-V functional and the def2-TZVPD basis) results for a structure of composition C20H30N3O2PPdS3Si.

Its total energy is -82948.5769 eV. The calculation puts the energy above the lowest of the compared OMol25 structures with the same formula, charge and spin at 110.49 kJ/mol. The LUMO energy comes out at -0.53 eV. The calculation puts the frontier orbital gap at 7.43 eV. For the largest force on an atom, the calculation gives 0.8 eV Å⁻¹. The HOMO energy is -0.29270 Ha.

XYZ file:
```
61
C20H30N3O2PPdS3Si, DFT the ωB97M-V functional and the def2-TZVPD basis
Pd 0.463 -0.505 0.561
C 2.317 4.164 -2.155
Si 3.479 3.724 -0.769
C 2.932 4.484 0.840
C 5.206 4.286 -1.194
C 3.527 1.843 -0.576
C 4.682 1.097 -0.801
C 4.693 -0.291 -0.697
C 3.527 -0.928 -0.333
N 2.413 -0.242 -0.087
C 2.394 1.098 -0.235
S 0.741 1.628 0.039
H 2.325 5.244 -2.322
H 1.292 3.862 -1.933
H 2.618 3.676 -3.085
H 2.905 5.573 0.766
H 3.620 4.219 1.646
H 1.934 4.140 1.119
H 5.204 5.365 -1.365
H 5.576 3.811 -2.105
H 5.915 4.083 -0.388
H 5.598 1.608 -1.071
H 5.587 -0.865 -0.893
H 3.468 -2.006 -0.240
C -4.996 1.065 -2.174
C -3.676 1.470 -1.549
C -3.836 2.114 -0.185
O -2.764 0.341 -1.558
P -2.602 -0.872 -0.549
S -1.658 -2.286 -1.484
S -1.724 -0.212 1.187
O -4.134 -1.142 -0.182
C -4.748 -2.012 0.802
C -5.156 -1.180 2.002
C -3.905 -3.210 1.185
H -5.602 1.955 -2.351
H -5.546 0.390 -1.519
H -4.826 0.565 -3.127
H -3.174 2.177 -2.210
H -4.332 1.442 0.516
H -4.451 3.009 -0.296
H -2.873 2.401 0.232
H -5.642 -2.363 0.286
H -4.276 -0.793 2.516
H -5.727 -1.795 2.699
H -5.781 -0.342 1.692
H -3.026 -2.897 1.749
H -3.590 -3.771 0.306
H -4.505 -3.860 1.824
N 5.023 -5.033 1.806
C 3.934 -4.699 1.658
C 2.571 -4.272 1.476
C 1.642 -5.081 0.811
C 0.354 -4.618 0.662
C 0.040 -3.380 1.211
N 0.925 -2.581 1.803
C 2.178 -3.023 1.929
H 1.949 -6.042 0.421
H -0.402 -5.174 0.127
H -0.968 -2.999 1.155
H 2.889 -2.361 2.408
```

---

Record 7
DFT (the ωB97M-V functional and the def2-TZVPD basis) results for a structure of composition C20H30N3O6SbY.

Its total energy is -45560.6081 eV. The calculation puts the energy above the lowest of the compared OMol25 structures with the same formula, charge and spin at 112.96 kJ/mol. The LUMO energy comes out at -2.24 eV. The calculation puts the frontier orbital gap at 8.82 eV. For the largest force on an atom, the calculation gives 3.5 eV Å⁻¹. The HOMO energy is -0.40657 Ha. Its charge is +1.

XYZ file:
```
61
C20H30N3O6SbY, DFT the ωB97M-V functional and the def2-TZVPD basis
Y -0.122 -1.032 -0.431
O -0.507 -2.595 1.443
C -0.381 -4.017 1.281
C -0.989 -4.383 -0.075
N -0.444 -3.509 -1.115
C 0.889 -3.896 -1.600
C 1.608 -2.564 -1.955
O 2.054 -2.358 -3.059
O 1.637 -1.729 -0.965
C -1.408 -3.292 -2.211
C -2.026 -1.955 -1.791
O -3.023 -1.912 -1.079
O -1.298 -0.937 -2.074
H -0.100 -2.368 2.295
H -0.925 -4.533 2.082
H 0.677 -4.303 1.326
H -2.067 -4.209 -0.021
H -0.799 -5.442 -0.289
H 0.849 -4.557 -2.472
H 1.461 -4.382 -0.806
H -2.152 -4.089 -2.290
H -0.887 -3.156 -3.160
C -2.251 2.341 1.447
Sb -2.476 0.458 0.397
C -4.013 -0.339 1.668
C -3.704 1.271 -1.165
H -3.239 2.737 1.652
H -1.703 3.057 0.841
H -1.724 2.195 2.384
H -4.765 0.429 1.826
H -3.593 -0.634 2.628
H -4.449 -1.199 1.167
H -4.400 1.985 -0.731
H -4.249 0.453 -1.627
H -3.090 1.758 -1.921
C 2.730 4.099 0.625
N 2.140 3.016 1.356
N 1.663 1.888 0.743
C 1.134 1.045 1.687
O 0.609 -0.070 1.390
C 1.283 1.703 2.923
C 1.897 2.911 2.677
C 2.246 3.973 3.648
C 1.823 1.531 -0.624
C 0.697 1.550 -1.456
C 0.803 1.076 -2.763
C 2.019 0.593 -3.227
C 3.129 0.582 -2.397
C 3.040 1.042 -1.094
H 2.412 4.052 -0.416
H 3.822 4.064 0.661
H 2.400 5.047 1.051
H 0.981 1.322 3.875
H 1.943 3.669 4.645
H 1.735 4.905 3.411
H 3.317 4.161 3.651
H -0.223 2.028 -1.116
H -0.058 1.111 -3.416
H 2.102 0.218 -4.235
H 4.062 0.184 -2.760
H 3.899 1.006 -0.439
```

---

Record 8
DFT (the ωB97M-V functional and the def2-TZVPD basis) results for a structure of composition C20H30N4NiOPS2.

Its total energy is -101231.0098 eV. The calculation puts the energy above the lowest of the compared OMol25 structures with the same formula, charge and spin at 0.00 kJ/mol. The LUMO energy (spin up / spin down) comes out at -3.26 / -3.76 eV. The calculation puts the frontier orbital gap (spin up / spin down) at 6.71 / 6.24 eV. Its spin multiplicity is 3. For the largest force on an atom, the calculation gives 0.9 eV Å⁻¹. The HOMO energy (spin up / spin down) is -0.36621 / -0.36751 Ha. Its charge is +1.

XYZ file:
```
59
C20H30N4NiOPS2, DFT the ωB97M-V functional and the def2-TZVPD basis
Ni -0.832 0.369 -0.539
S 1.325 -0.213 -1.025
C 1.461 -1.190 0.427
N 2.500 -1.954 0.728
N 3.473 -2.010 -0.112
C 4.621 -2.810 0.119
C 5.659 -2.719 -0.794
C 6.799 -3.485 -0.607
C 6.897 -4.334 0.485
C 5.847 -4.415 1.390
C 4.701 -3.657 1.214
N 0.514 -1.232 1.407
N -0.538 -0.580 1.154
C -1.496 -0.527 2.219
C -2.839 -0.413 1.889
C -3.793 -0.305 2.892
C -3.402 -0.302 4.222
C -2.055 -0.412 4.546
C -1.099 -0.522 3.550
H 3.411 -1.474 -0.976
H 5.577 -2.051 -1.645
H 7.612 -3.416 -1.318
H 7.788 -4.930 0.630
H 5.918 -5.079 2.242
H 3.874 -3.713 1.908
H -3.137 -0.443 0.847
H -4.843 -0.235 2.633
H -4.146 -0.216 5.004
H -1.746 -0.408 5.583
H -0.046 -0.606 3.785
C -2.558 4.654 0.927
C -1.974 4.330 -0.444
S -0.855 2.918 -0.341
O -1.080 2.086 -1.624
C 0.743 3.728 -0.526
C 0.998 4.181 -1.955
H -3.273 5.471 0.836
H -1.784 4.969 1.629
H -3.074 3.794 1.354
H -1.424 5.167 -0.870
H -2.727 4.003 -1.161
H 1.465 2.977 -0.203
H 0.739 4.547 0.197
H 0.900 3.348 -2.648
H 2.016 4.565 -2.023
H 0.319 4.974 -2.268
C -3.954 0.110 -2.002
P -2.308 -0.662 -1.959
C -1.707 -0.492 -3.662
C -2.664 -2.431 -1.794
H -4.540 -0.312 -2.818
H -3.851 1.186 -2.152
H -4.481 -0.065 -1.063
H -2.484 -0.785 -4.369
H -0.834 -1.131 -3.795
H -1.412 0.540 -3.845
H -3.378 -2.739 -2.560
H -3.078 -2.649 -0.808
H -1.742 -3.000 -1.911
```